a.
The following is a quantum chemistry calculation of a cluster of 2 separate species, C2H7BrN2 in total, from the Open Molecules 2025 dataset.

Atoms and positions in Å:
Br: -1.91 -1.59 1.23
N: -1.94 -0.83 -0.44
N: 1.21 0.28 0.10
C: 0.97 1.48 0.88
C: -1.64 -1.36 -1.50
H: -0.13 1.79 1.26
H: 1.52 2.24 0.31
H: -1.55 -0.79 -2.41
H: 1.13 -0.62 0.55
H: 2.20 0.24 -0.17
H: 1.62 1.56 1.89
H: -1.47 -2.41 -1.68

Values from the calculation:
Frontier orbital gap (eV): 9.679
Molar mass (g/mol): 139.00
E_HOMO (eV): -9.06
Lowest unoccupied orbital energy (eV): 0.624

Atomic partial charges in e from the Löwdin method, atoms 1 to 4:
1 Br 0.605
2 N -0.521
3 N -0.100
4 C -0.246

---

b.
The following is a quantum chemistry calculation of a cluster of 2 separate species, C2H7BrN2 in total, from the Open Molecules 2025 dataset.

Atoms and positions in Å:
Br: 3.81 -0.45 0.07
N: -1.18 -1.02 0.43
N: 2.18 0.55 0.20
C: -2.39 -0.82 -0.26
C: 2.25 1.78 0.13
H: -3.15 -1.61 -0.11
H: -0.37 -0.50 0.11
H: 3.20 2.40 0.16
H: -2.80 0.11 0.29
H: -2.17 -0.90 -1.39
H: 1.33 2.35 -0.06
H: -0.72 -1.90 0.43

Values from the calculation:
Frontier orbital gap (eV): 8.901
Molar mass (g/mol): 139.00
E_HOMO (eV): -8.76
Lowest unoccupied orbital energy (eV): 0.143

Atomic partial charges in e from the Löwdin method, atoms 1 to 4:
1 Br 0.554
2 N -0.109
3 N -0.468
4 C -0.239

---

Of all the structures shown, which is most stable? b, and a is the least stable.